Formula: CH2FNO2
Source: the Open Molecules 2025 dataset
Level of theory: ωB97M-V/def2-TZVPD

```
7
CH2FNO2, DFT ωB97M-V/def2-TZVPD
C 0.8791 1.4529 0.2793
N 1.7923 0.3602 0.1633
O 2.3541 -0.0282 1.1658
O 1.7811 -0.1481 -0.9185
F -0.3250 0.4906 1.1219
H 1.1441 2.0060 1.1318
H 0.3433 1.9151 -0.6656
```

Properties
- Relative energy (zero: lowest compared OMol25 entry of this formula, charge and spin): 78.0 kcal per mole
- Charge: 0
- Gap between HOMO and LUMO: 10.55 eV
- Lowest unoccupied orbital energy: -1.478 eV

---

Formula: C12H24LuNO
Source: the Open Molecules 2025 dataset
Level of theory: ωB97M-V/def2-TZVPD

```
39
C12H24LuNO, DFT ωB97M-V/def2-TZVPD
C 1.1842 -2.4969 1.0024
C 2.3487 -1.9401 0.0729
O 2.4593 -2.4815 -1.0621
N 3.3056 -0.9136 0.4412
C 4.3221 -0.6656 -0.6163
C 2.6557 0.3280 0.9393
C 2.4271 1.4466 -0.2144
C 1.2757 2.4417 0.2998
C -0.1301 2.0129 -0.3896
C -0.7211 0.7406 0.3655
C -2.2908 0.8914 0.3548
C -3.0783 -0.4751 -0.0869
C -2.6977 -0.9402 -1.5973
C -4.7013 -0.1463 0.0543
H 0.8276 -1.7780 1.8061
H 1.5555 -3.4434 1.5206
H 0.3021 -2.7431 0.3112
H 3.8952 -0.4854 -1.6544
H 4.9407 0.2698 -0.3644
H 5.0585 -1.5382 -0.5849
H 3.3386 0.8219 1.7233
H 1.6832 0.0937 1.4811
H 3.4036 2.0212 -0.3849
H 2.0539 0.9608 -1.1854
H 1.4618 3.5345 0.0623
H 1.1918 2.2994 1.4291
H -0.8255 2.9139 -0.2959
H 0.0588 1.7726 -1.4937
H -0.3959 -0.1687 -0.2465
H -2.6327 1.1815 1.4554
H -2.6175 1.7068 -0.3749
H -2.8221 -1.4033 0.6025
H -3.5366 -0.7138 -2.3350
H -1.7695 -0.3822 -1.9465
H -2.4813 -2.0604 -1.6182
H -4.7906 0.8447 0.6960
H -5.1911 -1.0107 0.6628
H -5.1800 0.0397 -0.9541
Lu -3.8873 -0.5349 2.1246
```

Properties
- Charge: +2
- Gap between HOMO and LUMO: 3.23 eV
- Lowest unoccupied orbital energy: -10.691 eV

---

Formula: C4H16O6
Source: the Open Molecules 2025 dataset
Level of theory: ωB97M-V/def2-TZVPD

```
26
C4H16O6, DFT ωB97M-V/def2-TZVPD
O -0.1695 2.5264 0.1351
C -1.5803 2.4749 0.3141
C -2.1244 2.8232 -1.1398
O -3.5184 2.8956 -1.3781
H 0.0595 3.4617 0.2009
H -1.8795 1.4215 0.4840
H -1.8857 3.2162 1.0809
H -1.6617 2.1339 -1.8566
H -1.7170 3.8119 -1.3516
H -3.8450 1.9802 -1.2668
O 1.2019 -2.4231 1.5257
C 2.4840 -2.0635 1.1114
C 2.7778 -2.5581 -0.2237
O 1.9752 -1.8162 -1.1620
H 0.5635 -1.8098 1.1876
H 2.5862 -0.9743 1.1374
H 3.2086 -2.4123 1.8243
H 2.5487 -3.6191 -0.3158
H 3.8236 -2.4622 -0.3940
H 2.1761 -1.9909 -2.0557
O 0.1657 -0.3454 0.2557
H 0.3796 0.6132 0.2496
H 0.5820 -0.7413 -0.5279
O -2.4015 -1.2109 0.6805
H -1.5225 -0.8146 0.5755
H -2.2271 -2.1169 0.9093
```

Properties
- Relative energy (zero: lowest compared OMol25 entry of this formula, charge and spin): 48.6 kcal per mole
- SMILES: OCCO.OCCO.O.O
- Charge: 0
- Gap between HOMO and LUMO: 10.59 eV
- Lowest unoccupied orbital energy: 0.471 eV

---

Formula: C3H14NO2
Source: the Open Molecules 2025 dataset
Level of theory: ωB97M-V/def2-TZVPD

```
20
C3H14NO2, DFT ωB97M-V/def2-TZVPD
C 1.0592 -1.3767 -1.5566
C -0.3147 -0.7748 -1.3234
N -0.4104 0.1905 -0.1616
C -1.6234 1.0554 -0.1792
H 1.7762 -0.7281 -2.0626
H 0.8153 -2.2891 -2.1987
H 1.5362 -1.7348 -0.6118
H -1.1208 -1.5211 -1.0548
H -0.5322 -0.2004 -2.2197
H -0.3795 -0.3566 0.7197
H 0.4352 0.7813 -0.1548
H -2.4584 0.4539 0.2048
H -1.4549 1.8861 0.5198
H -1.7105 1.4466 -1.1916
H 2.1937 1.6297 1.3254
H 1.5183 3.0191 0.8534
O 1.5006 2.0611 0.8217
H -0.0768 -1.8636 2.4676
H -0.5922 -0.7795 3.3300
O -0.1608 -0.8989 2.4725
```

Properties
- Relative energy (zero: lowest compared OMol25 entry of this formula, charge and spin): 11.6 kcal per mole
- Charge: +1
- Gap between HOMO and LUMO: 12.95 eV
- Lowest unoccupied orbital energy: -2.903 eV

---

Formula: C10H14AsBaF6N8S
Source: the Open Molecules 2025 dataset
Level of theory: ωB97M-V/def2-TZVPD

```
41
C10H14AsBaF6N8S, DFT ωB97M-V/def2-TZVPD
Ba 0.3470 -1.2296 -0.4581
N -1.0980 -3.1031 1.9428
C -2.1882 -2.9648 1.0866
N -3.3996 -3.0290 1.5729
C -4.3793 -2.8597 0.6592
N -5.6319 -2.9360 1.0757
N -4.1679 -2.6013 -0.6543
C -2.9142 -2.5142 -1.0103
N -1.8580 -2.7034 -0.1897
C -2.5960 -2.1331 -2.4164
C -3.5293 -2.2961 -3.4229
C -3.1821 -1.9304 -4.7153
C -1.9273 -1.3948 -4.9444
C -1.0629 -1.2517 -3.8708
N -1.3710 -1.6252 -2.6271
H -1.3888 -3.2363 2.9040
H -0.4842 -3.8572 1.6578
H -5.8276 -3.1217 2.0449
H -6.3852 -2.8091 0.4213
H -4.5013 -2.7026 -3.1856
H -3.8847 -2.0582 -5.5274
H -1.6165 -1.0857 -5.9319
H -0.0806 -0.8171 -4.0235
F 0.7852 1.3171 -1.1032
As 0.3089 2.0957 0.4371
F 1.3365 0.7975 1.1624
F 1.7219 3.0753 0.3761
F -0.1102 2.6161 1.9922
F -0.9724 0.8580 0.4539
F -0.6711 3.1902 -0.3847
C 6.3203 4.7821 2.8416
N 6.3125 3.3537 2.5295
C 5.2463 2.6940 2.1312
N 4.0471 3.2362 2.1060
S 5.4785 1.0506 1.5800
H 7.3498 5.0987 2.9717
H 5.7737 4.9726 3.7660
H 5.8815 5.3481 2.0195
H 7.1650 2.8246 2.6420
H 3.8700 4.1601 2.4740
H 3.2841 2.7897 1.6172
```

Properties
- Spin multiplicity: 2
- Relative energy (zero: lowest compared OMol25 entry of this formula, charge and spin): 3.0 kcal per mole
- Charge: +2
- Gap between HOMO and LUMO (alpha / beta): 9.36 / 5.92 eV
- Lowest unoccupied orbital energy (alpha / beta): -5.511 / -8.954 eV

---

Formula: C4H11NO3
Source: the Open Molecules 2025 dataset
Level of theory: ωB97M-V/def2-TZVPD

```
19
C4H11NO3, DFT ωB97M-V/def2-TZVPD
O 2.0150 -1.4935 2.4336
C 1.1937 -1.4874 1.5400
N 0.4725 -0.2638 1.5947
C -0.7435 -0.0436 0.9090
C -0.7116 0.2899 -0.6458
C -1.1739 -0.8502 -1.5700
O -1.3244 -0.2279 -2.7915
H 0.7705 -1.8986 0.6142
H 0.8094 0.4635 2.2932
H -1.3940 -0.8923 0.9879
H -1.4035 0.8727 1.4315
H 0.2405 0.7693 -0.9694
H -1.5221 1.1468 -0.7684
H -0.5295 -1.6280 -1.7288
H -2.3259 -0.8456 -1.2686
H -2.2520 0.2277 -2.5909
H 0.2202 2.7898 -1.4438
H 1.6098 2.8702 -0.8549
O 0.6945 3.0362 -0.6751
```

Properties
- Spin multiplicity: 2
- Relative energy (zero: lowest compared OMol25 entry of this formula, charge and spin): 100.3 kcal per mole
- Charge: +1
- Gap between HOMO and LUMO (alpha / beta): 10.15 / 5.40 eV
- Lowest unoccupied orbital energy (alpha / beta): -4.353 / -8.835 eV